ORCA calculation (ωB97M-V/def2-TZVPD) on C5H6N2S in the gas phase in a non-equilibrium geometry.

Calculated values
DFT total energy, Ha: -701.6739
HOMO, eV: -8.78
Energy relative to the best compared isomer or geometry (same formula, charge and spin), kJ/mol: 433.4
LUMO level, eV: 0.13
Molar mass, g mol⁻¹: 126.18
HOMO-LUMO gap, eV: 8.91
F_max, Eh/bohr: 0.360

Positions of all 14 atoms, in Å:
C1 -1.40 0.34 -0.11
H1 2.89 -0.54 0.00
C2 -1.54 1.73 -0.10
N1 -0.27 2.35 -0.06
S1 -2.44 -1.08 -0.15
C3 2.01 -1.27 -0.21
H2 -0.07 -1.89 -0.16
C4 0.59 -1.26 -0.08
H3 -2.54 2.25 -0.18
H4 1.74 1.65 0.03
N2 0.08 0.18 0.08
H5 -1.85 -1.47 1.12
H6 2.15 -2.42 -0.02
C5 0.63 1.44 -0.16